Version one
Formula: C22H25N3O5S
Source: the Open Molecules 2025 dataset
Level of theory: wB97M-V/def2-TZVPD

SMILES string = COc1ccc(CN2C(=O)c3cccnc3C2=O)cc1S(=O)(=O)N[C@@H]1CCCC[C@H]1C
HOMO level = -9.28 eV
Frontier orbital gap = 8.58 eV

Atoms and positions in Å:
S: -2.617 0.398 -1.156
O: -1.709 0.850 -2.172
O: 2.238 -1.508 -2.978
O: 2.008 -2.989 1.325
O: -4.010 0.314 -1.490
O: -3.806 -1.314 0.983
N: 1.936 -2.478 -0.918
N: -2.507 1.302 0.232
N: 4.061 0.355 -1.339
C: -2.272 -3.156 0.754
C: -2.049 -1.217 -0.629
C: -0.087 1.366 0.521
C: -2.740 -1.905 0.360
C: -0.097 4.221 -0.276
C: 4.753 0.591 0.949
C: -0.133 0.328 1.641
C: -1.313 3.334 -0.518
C: 0.917 -3.440 -1.295
C: 3.341 -0.675 -0.954
C: 3.993 -0.504 1.351
C: -1.383 2.188 0.498
C: 1.122 2.286 0.713
C: -5.082 -1.759 0.546
C: 4.750 0.973 -0.388
C: 3.270 -1.143 0.363
C: 2.467 -1.542 -1.802
C: 2.350 -2.306 0.394
C: 1.173 3.381 -0.345
C: -1.110 -3.670 0.205
C: -0.906 -1.740 -1.194
C: -0.413 -2.967 -0.768
H: -0.733 -4.620 0.552
H: -0.066 5.013 -1.025
H: -0.409 -1.167 -1.963
H: -2.231 3.923 -0.455
H: 2.052 4.010 -0.185
H: -5.801 -1.327 1.240
H: 5.340 1.143 1.666
H: -1.059 -0.238 1.605
H: 0.700 -0.367 1.560
H: -2.801 -3.699 1.522
H: -3.411 1.674 0.470
H: 2.035 1.688 0.677
H: -0.001 0.865 -0.447
H: -1.255 2.901 -1.517
H: -0.072 0.821 2.609
H: 0.918 -3.486 -2.388
H: 1.180 -4.413 -0.875
H: 5.331 1.821 -0.722
H: 1.066 2.746 1.703
H: -5.279 -1.393 -0.466
H: -5.153 -2.850 0.571
H: 3.963 -0.837 2.378
H: -0.170 4.691 0.709
H: 1.256 2.927 -1.334
H: -1.546 2.602 1.502

And the Löwdin charges, in e, turn out to be:
1 S 0.687
2 O -0.282
3 O 0.148
4 O 0.140
5 O -0.277
6 O -0.114
7 N 0.047
8 N -0.077
9 N 0.160
10 C 0.023
11 C -0.190
12 C -0.329
13 C -0.291
14 C -0.194
15 C -0.040
16 C -0.028
17 C -0.152
18 C -0.058
19 C -0.138
20 C 0.020
21 C -0.320
22 C -0.161
23 C -0.060
24 C -0.120
25 C -0.068
26 C -0.341
27 C -0.371
28 C -0.194
29 C -0.007
30 C 0.003
31 C -0.183
32 H 0.120
33 H 0.111
34 H 0.122
35 H 0.119
36 H 0.109
37 H 0.095
38 H 0.107
39 H 0.066
40 H 0.068
41 H 0.126
42 H 0.119
43 H 0.093
44 H 0.122
45 H 0.101
46 H 0.089
47 H 0.137
48 H 0.135
49 H 0.111
50 H 0.124
51 H 0.081
52 H 0.092
53 H 0.127
54 H 0.113
55 H 0.120
56 H 0.162

=====

Version two
Formula: C22H25N3O5S
Source: the Open Molecules 2025 dataset
Level of theory: wB97M-V/def2-TZVPD

SMILES string = COC[C@@H](CN1CCN(C2=NS(=O)(=O)c3ccccc32)CC1)OC(=O)c1ccccc1
HOMO level = -8.12 eV
Frontier orbital gap = 7.59 eV

Atoms and positions in Å:
S: -0.534 3.102 -0.444
O: 2.238 0.554 -3.188
O: 0.821 -3.213 -0.508
O: -0.836 4.423 0.262
O: 0.773 -0.853 -0.869
O: -0.156 2.784 -1.649
N: 0.771 0.738 1.991
N: 0.639 2.462 0.658
N: 2.959 -0.845 1.120
C: -3.111 2.246 -0.133
C: -3.309 -0.953 -1.607
C: -4.097 1.307 0.705
C: 2.203 -1.069 -1.381
C: 2.231 1.295 2.399
C: 0.649 -0.580 2.331
C: -2.316 0.358 1.909
C: -1.341 1.234 1.136
C: -1.909 1.991 0.274
C: 0.143 1.172 1.130
C: 3.031 -1.500 0.077
C: 2.509 0.466 -1.831
C: -1.443 -1.849 -0.565
C: -4.163 -1.710 -1.103
C: -1.982 -0.917 -1.485
C: 3.287 0.496 1.570
C: 2.028 -1.465 2.072
C: -3.604 0.338 1.402
C: -3.325 -2.870 -0.323
C: 0.057 -1.945 -0.675
C: 2.077 1.744 -3.668
C: -2.024 -2.999 -0.164
H: 1.872 1.579 -4.788
H: 3.038 -2.451 -0.201
H: 1.932 1.172 -1.170
H: 2.106 2.182 2.451
H: 3.218 1.068 0.437
H: 1.952 -2.319 1.896
H: -1.231 -0.091 -2.037
H: 3.056 2.319 -3.525
H: -4.078 -3.462 0.052
H: 2.261 -1.696 -1.998
H: -5.263 -1.652 -1.080
H: 4.256 0.751 1.913
H: 1.420 2.315 -3.122
H: -1.503 -3.850 0.364
H: -5.048 1.328 0.400
H: -0.016 -1.303 1.557
H: -1.909 -0.386 2.667
H: -4.233 -0.147 1.776
H: 0.283 -1.032 3.326
H: 2.421 0.892 3.491
H: 4.138 -1.137 -0.165
H: -3.685 0.033 -2.255
H: 3.713 0.804 -1.820
H: 2.610 -1.557 3.141
H: -3.575 2.701 -0.755

And the Löwdin charges, in e, turn out to be:
1 S 0.679
2 O -0.192
3 O -0.115
4 O -0.350
5 O -0.015
6 O -0.241
7 N -0.029
8 N -0.017
9 N -0.175
10 C 0.076
11 C -0.246
12 C 0.035
13 C 0.008
14 C 0.049
15 C -0.118
16 C 0.103
17 C -0.114
18 C -0.283
19 C -0.358
20 C -0.204
21 C -0.150
22 C -0.190
23 C -0.006
24 C -0.011
25 C -0.077
26 C -0.060
27 C -0.130
28 C 0.001
29 C -0.238
30 C -0.194
31 C -0.064
32 H 0.133
33 H 0.075
34 H 0.094
35 H -0.002
36 H 0.163
37 H -0.019
38 H 0.206
39 H 0.109
40 H 0.061
41 H 0.021
42 H 0.124
43 H 0.102
44 H 0.026
45 H 0.158
46 H 0.071
47 H 0.161
48 H 0.124
49 H 0.010
50 H 0.142
51 H 0.163
52 H 0.170
53 H 0.174
54 H 0.177
55 H 0.166
56 H 0.016

=====

Least stable structure: version two

=====

Version one
Formula: C3H8ClOPS
Source: the Open Molecules 2025 dataset
Level of theory: wB97M-V/def2-TZVPD

HOMO level (alpha / beta) = -8.49 / -8.49 eV
Frontier orbital gap (alpha / beta) = 8.04 / 8.04 eV

Atoms and positions in Å:
Cl: -3.429 -1.601 -0.231
S: -3.167 1.660 -0.868
P: -2.495 0.146 0.165
O: -2.881 0.343 1.730
C: 0.261 -1.216 -1.043
C: 0.601 0.926 0.314
C: 0.033 -0.442 0.199
H: 1.693 0.870 0.301
H: -0.471 -2.017 -1.145
H: 0.298 1.403 1.243
H: -3.324 1.178 1.917
H: 0.000 -1.018 1.116
H: 1.250 -1.682 -0.994
H: 0.224 -0.579 -1.923
H: 0.291 1.550 -0.523

And the Löwdin charges, in e, turn out to be:
1 Cl 0.249
2 S 0.124
3 P -0.078
4 O -0.373
5 C -0.132
6 C -0.142
7 C -0.269
8 H 0.090
9 H 0.061
10 H 0.078
11 H 0.044
12 H 0.096
13 H 0.091
14 H 0.086
15 H 0.074

=====

Version two
Formula: C3H8ClOPS
Source: the Open Molecules 2025 dataset
Level of theory: wB97M-V/def2-TZVPD

SMILES string = OP(S)Cl.C=CC
HOMO level = -8.93 eV
Frontier orbital gap = 9.58 eV

Atoms and positions in Å:
Cl: -3.924 -1.873 0.346
S: -3.539 1.048 -0.512
P: -2.361 -0.632 -0.026
O: -1.912 -0.402 1.472
C: 1.431 0.008 -1.012
C: 0.610 0.949 -0.134
C: 1.109 1.147 1.085
H: -0.137 1.641 -0.555
H: 1.970 -0.726 -0.388
H: 2.247 0.691 -1.421
H: 1.975 0.534 1.357
H: -2.640 1.847 -0.065
H: -1.151 0.181 1.555
H: 0.693 1.947 1.683
H: 0.829 -0.257 -1.874

And the Löwdin charges, in e, turn out to be:
1 Cl 0.190
2 S 0.364
3 P 0.095
4 O -0.418
5 C -0.114
6 C -0.287
7 C -0.039
8 H 0.094
9 H 0.080
10 H 0.097
11 H 0.073
12 H -0.264
13 H 0.008
14 H 0.060
15 H 0.059

=====

Least stable structure: version two

=====

Version one
Formula: C3H10OS2
Source: the Open Molecules 2025 dataset
Level of theory: wB97M-V/def2-TZVPD

SMILES string = CCO.CSS
HOMO level = -9.17 eV
Frontier orbital gap = 9.81 eV

Atoms and positions in Å:
S: -0.552 0.005 1.850
S: -0.100 1.276 0.295
O: 0.425 -0.309 -2.800
C: -2.242 0.515 2.250
C: 1.765 -0.597 -2.369
C: 1.764 -1.688 -1.321
H: 2.756 -1.808 -0.894
H: 2.305 -0.931 -3.256
H: -2.233 1.432 2.836
H: -0.168 -1.009 -2.484
H: -2.772 0.697 1.327
H: -2.752 -0.290 2.774
H: 1.122 -1.379 -0.504
H: 1.460 -2.637 -1.740
H: 2.134 0.322 -1.935
H: 0.289 2.338 1.023

And the Löwdin charges, in e, turn out to be:
1 S 0.353
2 S 0.332
3 O -0.120
4 C -0.492
5 C -0.319
6 C -0.097
7 H 0.077
8 H 0.107
9 H 0.029
10 H 0.077
11 H 0.015
12 H 0.028
13 H 0.033
14 H 0.075
15 H 0.094
16 H -0.192

=====

Version two
Formula: C3H10OS2
Source: the Open Molecules 2025 dataset
Level of theory: wB97M-V/def2-TZVPD

SMILES string = CCCSS.O
HOMO level = -9.14 eV
Frontier orbital gap = 9.50 eV

Atoms and positions in Å:
S: 1.869 1.580 -0.640
S: 2.988 0.436 0.682
O: 0.863 -2.068 1.732
C: -1.850 -0.192 -0.427
C: 0.542 0.456 -1.111
C: -0.857 0.920 -0.640
H: 2.171 0.451 1.750
H: -1.233 1.637 -1.366
H: 1.407 -1.278 1.858
H: -0.715 1.537 0.256
H: -2.056 -0.713 -1.344
H: 0.704 -0.571 -0.788
H: -2.793 0.136 -0.001
H: 0.535 0.403 -2.202
H: -1.535 -0.938 0.310
H: -0.041 -1.797 1.933

And the Löwdin charges, in e, turn out to be:
1 S 0.454
2 S 0.343
3 O -0.073
4 C -0.114
5 C -0.586
6 C -0.328
7 H -0.198
8 H 0.100
9 H -0.046
10 H 0.089
11 H 0.072
12 H 0.061
13 H 0.072
14 H 0.067
15 H 0.060
16 H 0.028

=====

Version three
Formula: C3H10OS2
Source: the Open Molecules 2025 dataset
Level of theory: wB97M-V/def2-TZVPD

SMILES string = CCO.CSS
HOMO level = -8.94 eV
Frontier orbital gap = 9.56 eV

Atoms and positions in Å:
S: 0.686 -1.652 1.482
S: -0.689 -2.577 0.237
O: -0.445 0.468 -0.796
C: -0.468 1.830 -0.322
C: 2.115 -2.794 1.421
C: -1.451 2.720 -1.113
H: -1.878 3.403 -0.403
H: -1.296 0.193 -0.466
H: 2.985 -2.173 1.229
H: 1.967 -3.361 0.509
H: -0.933 3.360 -1.812
H: 0.536 2.215 -0.336
H: -2.113 2.066 -1.677
H: -0.802 1.818 0.719
H: 2.096 -3.472 2.263
H: -0.310 -2.043 -0.935

And the Löwdin charges, in e, turn out to be:
1 S 0.365
2 S 0.313
3 O -0.156
4 C -0.293
5 C -0.463
6 C -0.073
7 H 0.061
8 H 0.036
9 H 0.024
10 H 0.005
11 H 0.060
12 H 0.104
13 H 0.076
14 H 0.106
15 H 0.024
16 H -0.192

=====

Least stable structure: version three